[1]
Here is C19H26ClN3O3 in the gas phase from the OMol25 dataset. Energies are from ωB97M-V/def2-TZVPD.

```
52
Properties=species:S:1:pos:R:3:forces:R:3
O -0.522 -2.614 -0.342 -0.028 -0.163 -0.134
C -0.655 -1.514 0.150 -0.221 0.173 0.044
N 0.325 -0.836 0.777 0.263 0.318 0.283
C 1.670 -1.349 0.887 0.341 -0.058 -0.132
C 2.752 -0.501 0.185 0.151 -0.168 -0.127
N 3.145 0.641 1.018 -0.038 0.010 0.194
C 2.286 1.243 2.012 -0.240 0.092 -0.078
C 1.452 2.422 1.487 0.224 0.050 0.293
C 2.398 3.501 0.973 -0.171 -0.098 -0.266
C 3.313 2.895 -0.086 0.135 -0.031 0.215
C 4.027 1.650 0.465 0.034 0.121 -0.210
C 4.007 -1.402 0.064 -0.280 -0.184 -0.071
C 3.864 -2.559 -0.923 0.182 0.165 -0.131
C 3.412 -2.061 -2.291 -0.205 -0.194 0.107
C 2.101 -1.295 -2.162 0.184 0.133 -0.155
C 2.279 -0.100 -1.228 -0.095 -0.227 0.105
C -1.957 -0.758 0.096 -0.309 -0.178 -0.097
C -1.977 0.551 -0.357 -0.184 0.244 -0.061
C -3.180 1.237 -0.465 -0.050 -1.296 0.460
N -3.169 2.601 -0.925 0.041 0.534 -0.166
O -4.238 3.154 -1.074 -0.186 0.142 -0.047
O -2.088 3.114 -1.127 0.155 0.163 -0.076
C -4.383 0.626 -0.129 0.224 0.382 -0.161
C -4.373 -0.677 0.322 0.257 -0.194 0.043
C -3.170 -1.369 0.434 0.096 0.396 -0.169
Cl -3.184 -2.978 1.018 -0.182 -0.251 0.159
H 0.127 0.072 1.165 -0.131 -0.080 -0.034
H 1.943 -1.482 1.939 0.011 -0.030 -0.082
H 1.637 -2.335 0.423 0.040 0.093 0.121
H 1.653 0.497 2.487 0.052 -0.044 0.081
H 2.949 1.635 2.797 -0.140 -0.022 0.082
H 0.823 2.813 2.288 -0.081 0.004 0.010
H 0.803 2.103 0.668 -0.112 -0.061 -0.064
H 1.834 4.336 0.553 0.047 0.060 0.066
H 2.998 3.881 1.803 0.007 0.054 0.061
H 4.066 3.623 -0.397 0.021 0.022 -0.073
H 2.718 2.634 -0.962 0.006 -0.024 -0.076
H 4.652 1.215 -0.314 0.055 -0.013 0.053
H 4.692 1.972 1.278 0.082 0.038 -0.088
H 4.251 -1.783 1.057 0.036 0.077 0.082
H 4.846 -0.786 -0.259 0.060 0.061 0.041
H 3.149 -3.297 -0.556 -0.004 -0.092 0.015
H 4.829 -3.064 -1.011 -0.033 -0.084 0.046
H 3.286 -2.905 -2.970 0.061 0.016 -0.069
H 4.178 -1.404 -2.711 0.065 0.023 -0.068
H 1.320 -1.962 -1.796 -0.076 -0.042 -0.020
H 1.787 -0.931 -3.143 -0.076 -0.032 0.009
H 1.343 0.459 -1.160 0.038 0.142 0.013
H 3.028 0.556 -1.672 0.023 0.112 0.012
H -1.068 1.052 -0.657 0.064 -0.008 0.019
H -5.303 1.182 -0.226 -0.033 -0.007 0.005
H -5.293 -1.171 0.592 -0.076 -0.046 0.037
```
Forces are in eV/Å.

Calculated values
total energy = -43258.510 eV
structure (SMILES) = O=C(NCC1(N2CCCCC2)CCCCC1)c1cc([N+](=O)[O-])ccc1Cl
total charge = 0

From a Löwdin analysis of the wavefunction, the atomic charges in e read: 0.053, -0.476, 0.100, -0.097, -0.400, -0.103, -0.184, -0.179, -0.203, -0.177, -0.184, -0.122, -0.190, -0.194, -0.177, -0.119, -0.128, 0.061, -0.139, -0.362, 0.089, 0.081, 0.019, -0.073, -0.584, 0.775, 0.115, 0.137, 0.115, 0.101, 0.127, 0.112, 0.091, 0.110, 0.112, 0.111, 0.100, 0.108, 0.126, 0.122, 0.108, 0.108, 0.111, 0.110, 0.114, 0.096, 0.115, 0.103, 0.110, 0.115, 0.124, 0.111



[2]
Here is C19H26CsN3OSe2Te2 as an isolated structure from the OMol25 dataset. Energies are from ωB97M-V/def2-TZVPD.

```
54
Properties=species:S:1:pos:R:3:forces:R:3
Cs -2.241 2.115 1.758 -0.111 -0.425 0.169
Se -5.576 -2.252 3.947 0.068 0.034 -0.105
Te -4.713 0.077 4.252 -0.137 0.123 0.207
Te -6.344 1.695 2.663 0.216 -0.071 -0.013
Se -5.075 3.860 2.854 -0.143 -0.024 0.082
C -0.780 -0.311 -2.881 -0.032 -0.005 0.000
C -0.462 -0.992 -1.551 -0.045 -0.041 0.039
C 1.011 -1.097 -1.279 0.014 0.063 0.002
C 1.702 -2.271 -1.528 0.012 0.018 0.001
C 3.064 -2.365 -1.276 0.102 -0.121 -0.026
C 3.735 -1.273 -0.756 -0.006 -0.047 0.000
C 3.075 -0.078 -0.491 -0.121 0.063 0.061
C 3.830 1.067 0.135 0.040 0.025 0.006
C 4.693 1.831 -0.870 -0.005 0.041 0.055
C 1.701 0.024 -0.771 0.152 -0.318 -0.109
N 0.977 1.163 -0.463 -0.152 0.350 0.058
C 1.113 2.234 -1.160 0.182 -0.374 -0.121
C 0.456 3.465 -0.907 -0.222 0.344 0.292
C 0.501 4.632 -1.698 0.124 -0.248 -0.069
C -0.325 5.553 -1.066 -0.060 0.271 -0.061
C -0.818 4.900 0.074 0.000 -0.074 0.113
N -0.354 3.651 0.185 0.215 0.224 -0.346
H -1.858 -0.273 -3.049 0.002 0.008 -0.007
H -0.322 -0.851 -3.713 0.005 0.001 -0.009
H -0.403 0.711 -2.889 0.009 0.024 -0.016
H -0.902 -1.993 -1.540 0.006 -0.012 0.019
H -0.912 -0.427 -0.733 -0.030 0.034 0.001
H 1.159 -3.128 -1.915 -0.002 0.003 0.000
H 3.592 -3.293 -1.467 -0.001 0.006 0.005
H 4.794 -1.346 -0.527 0.001 -0.004 0.000
H 4.470 0.669 0.929 0.017 -0.007 -0.026
H 3.124 1.750 0.608 0.011 -0.013 -0.010
H 5.375 1.155 -1.390 0.012 -0.012 -0.011
H 5.287 2.601 -0.373 -0.003 0.010 -0.012
H 4.069 2.317 -1.621 0.003 0.005 -0.014
H 1.766 2.223 -2.048 -0.015 0.010 0.013
H 1.058 4.765 -2.616 0.011 -0.016 -0.012
H -0.556 6.559 -1.388 0.010 -0.004 0.015
H -1.501 5.292 0.818 -0.031 0.089 -0.023
C -2.400 -4.156 1.490 -0.127 0.009 0.015
N -1.446 -3.082 1.696 0.104 -0.085 0.013
C -0.081 -3.383 2.092 -0.010 0.103 -0.008
C -1.777 -1.766 1.601 -0.003 -0.191 -0.020
C -3.151 -1.421 1.096 0.129 0.065 -0.106
O -0.958 -0.905 1.908 -0.120 0.145 -0.102
H -2.003 -5.069 1.930 0.017 0.013 0.021
H -2.586 -4.345 0.426 0.007 -0.014 0.019
H -3.347 -3.934 1.985 -0.003 -0.002 0.004
H 0.058 -4.462 2.109 -0.029 -0.012 -0.019
H 0.134 -2.976 3.082 0.021 -0.007 -0.009
H 0.627 -2.939 1.388 0.017 0.003 0.045
H -3.686 -2.239 0.626 0.019 -0.037 -0.016
H -3.046 -0.613 0.372 -0.025 0.044 0.013
H -3.746 -1.072 1.941 -0.093 0.038 0.001
```
Forces are in eV/Å.

Calculated values
total energy = -172473.617 eV
total charge = -2

From a Löwdin analysis of the wavefunction, the atomic charges in e read: 0.710, -0.539, -0.096, -0.117, -0.639, -0.079, -0.206, -0.176, -0.068, -0.115, -0.072, -0.177, -0.205, -0.100, -0.192, 0.107, -0.131, -0.369, -0.107, -0.148, -0.259, -0.115, 0.069, 0.070, 0.063, 0.109, 0.086, 0.105, 0.085, 0.103, 0.106, 0.106, 0.064, 0.064, 0.059, 0.125, 0.078, 0.066, 0.081, -0.063, -0.142, -0.044, -0.528, -0.057, -0.040, 0.076, 0.084, 0.061, 0.074, 0.090, 0.081, 0.068, 0.058, -0.061



[3]
Here is a 5-piece molecular cluster, C19H26F12O9 overall from the OMol25 dataset. Energies are from ωB97M-V/def2-TZVPD.

```
66
Properties=species:S:1:pos:R:3:forces:R:3
C 0.276 3.629 -2.855 0.399 -0.495 -0.219
C 0.081 3.119 -4.274 -0.705 1.614 -0.248
O 1.110 2.199 -4.598 1.431 -1.133 1.153
C 1.304 1.843 -5.853 -1.217 1.098 0.307
O 0.602 2.240 -6.730 -0.050 -0.243 -1.002
C 2.515 0.961 -6.161 0.639 -0.542 -0.548
F 2.125 -0.085 -6.899 -0.213 0.081 0.099
F 3.363 1.679 -6.912 -0.039 0.113 0.149
F 3.198 0.478 -5.127 -0.282 0.290 0.342
H 0.163 2.801 -2.155 0.148 0.196 0.230
H -0.405 4.434 -2.585 -0.350 -0.192 -0.248
H 1.268 4.080 -2.795 0.109 -0.286 0.222
H 0.166 3.989 -4.932 -0.027 -0.250 -0.250
H -0.907 2.691 -4.450 0.124 -0.256 0.042
C -0.824 -2.684 -2.991 0.239 -0.176 0.501
C -1.515 -1.718 -2.030 0.278 -0.829 -1.000
O -1.826 -2.516 -0.874 -0.637 -0.446 -0.223
C -2.603 -2.000 0.055 1.114 0.418 0.538
O -2.729 -0.839 0.307 -0.643 0.386 -0.294
C -3.181 -3.079 0.991 0.205 0.171 -0.746
F -2.655 -4.259 0.733 0.436 -0.922 -0.016
F -2.931 -2.759 2.237 0.311 0.278 1.109
F -4.489 -3.187 0.856 -1.033 0.125 -0.275
H -1.359 -3.632 -3.056 -0.266 0.138 0.041
H 0.158 -2.932 -2.584 0.129 0.147 -0.273
H -0.757 -2.283 -4.001 0.180 0.184 0.092
H -2.444 -1.405 -2.508 -0.053 0.420 0.427
H -0.853 -0.897 -1.767 -0.239 0.154 0.110
C 0.316 -3.645 3.267 -0.920 -0.412 -0.603
C 1.597 -3.005 2.797 0.025 0.248 0.457
O 2.533 -3.105 3.908 0.510 0.565 0.536
C 3.488 -4.012 3.805 -1.284 0.061 -0.808
O 3.580 -4.770 2.891 0.720 -0.729 -0.377
C 4.425 -4.076 4.996 0.307 0.222 0.493
F 4.245 -3.060 5.838 -0.018 0.096 0.157
F 4.230 -5.215 5.661 -0.139 -0.161 0.103
F 5.693 -4.056 4.590 0.177 0.037 -0.170
H -0.442 -3.745 2.483 0.341 0.230 -0.286
H -0.197 -3.071 4.037 0.372 0.000 0.249
H 0.463 -4.676 3.592 0.261 0.102 0.231
H 1.492 -1.931 2.650 -0.104 -0.045 -0.026
H 2.060 -3.431 1.912 -0.239 -0.211 0.004
C -3.530 5.651 2.205 -0.366 -1.079 -0.286
C -2.968 4.361 1.605 0.479 1.108 0.362
O -3.100 3.327 2.595 -0.026 -0.616 -0.026
C -2.259 2.304 2.477 0.560 0.763 0.587
O -1.337 2.241 1.722 0.117 -0.266 -0.510
C -2.429 1.249 3.593 -1.137 0.050 -0.986
F -3.683 1.251 4.052 -0.030 0.070 0.384
F -2.198 0.049 3.084 0.356 -0.370 0.044
F -1.589 1.479 4.583 0.344 0.129 0.477
H -3.861 6.270 1.373 0.028 0.333 0.235
H -2.764 6.128 2.808 -0.097 0.226 -0.009
H -4.376 5.382 2.839 -0.107 0.308 -0.062
H -1.918 4.584 1.414 0.046 -0.639 -0.227
H -3.453 4.039 0.688 -0.111 -0.039 0.020
C 2.639 0.481 -1.732 0.715 0.255 0.598
C 1.829 -0.261 -0.699 -0.515 -0.106 -1.249
C 1.230 0.540 0.408 -0.015 -0.002 1.177
O 1.622 -1.451 -0.819 0.038 0.076 0.352
H 3.291 1.147 -1.158 0.089 0.151 -0.296
H 2.049 1.109 -2.401 -0.217 -0.086 0.110
H 3.263 -0.188 -2.318 -0.167 -0.128 -0.031
H 0.919 -0.151 1.192 -0.120 0.066 -0.034
H 0.355 1.143 0.159 -0.009 -0.181 -0.436
H 1.933 1.247 0.857 0.147 -0.067 -0.169
```
Forces are in eV/Å.

Calculated values
total energy = -71162.797 eV
structure (SMILES) = CCOC(=O)C(F)(F)F.CCOC(=O)C(F)(F)F.CCOC(=O)C(F)(F)F.CCOC(=O)C(F)(F)F.CC(C)=O
total charge = 0

From a Löwdin analysis of the wavefunction, the atomic charges in e read: -0.054, -0.211, 0.024, -0.396, 0.179, -0.541, 0.169, 0.168, 0.172, 0.066, 0.081, 0.086, 0.130, 0.134, -0.056, -0.185, 0.031, -0.396, 0.166, -0.609, 0.182, 0.186, 0.187, 0.081, 0.071, 0.078, 0.131, 0.109, -0.045, -0.163, 0.028, -0.412, 0.167, -0.564, 0.171, 0.175, 0.175, 0.064, 0.085, 0.089, 0.112, 0.121, -0.053, -0.200, 0.036, -0.381, 0.156, -0.573, 0.168, 0.172, 0.196, 0.079, 0.078, 0.081, 0.120, 0.130, -0.010, -0.493, -0.017, 0.061, 0.086, 0.062, 0.083, 0.071, 0.072, 0.090



[4]
Here is C19H26F5N6O13P2TaTe as an isolated structure from the OMol25 dataset. Energies are from ωB97M-V/def2-TZVPD.

```
73
Properties=species:S:1:pos:R:3:forces:R:3
Ta 0.442 1.906 -1.686 0.081 0.027 0.063
N 1.353 1.491 -3.729 -0.051 0.043 -0.019
C 1.472 2.726 -4.521 -0.015 0.011 0.020
C 1.966 3.790 -3.563 0.045 -0.052 -0.022
O 2.499 4.814 -3.935 -0.022 0.006 0.001
N 1.742 3.434 -2.263 -0.057 0.002 -0.042
C 2.232 4.379 -1.283 0.001 -0.004 -0.053
C 1.949 3.792 0.070 -0.061 -0.173 0.064
O 2.334 4.217 1.116 -0.017 0.013 0.002
O 1.146 2.705 -0.032 0.072 0.168 0.052
H 2.290 1.145 -3.515 0.002 -0.006 -0.020
H 0.815 0.766 -4.192 -0.006 0.002 0.000
H 0.488 3.011 -4.898 -0.003 -0.009 -0.004
H 2.160 2.628 -5.359 0.003 0.000 0.003
H 1.726 5.346 -1.361 0.009 0.002 -0.001
H 3.300 4.568 -1.398 0.004 -0.015 -0.003
N -2.422 -0.745 0.736 0.007 0.005 0.004
C -3.018 0.623 0.949 -0.004 -0.001 -0.010
C -3.814 0.618 2.251 -0.009 0.003 -0.009
P -1.507 1.693 1.073 0.007 -0.031 -0.061
O -1.986 3.182 0.826 -0.027 -0.017 0.018
O -0.899 1.441 2.387 0.007 0.008 -0.017
O -0.817 1.241 -0.222 -0.068 0.023 0.035
P -4.149 1.062 -0.425 0.029 -0.034 0.002
O -4.875 -0.350 -0.615 -0.001 0.011 0.024
O -4.988 2.203 -0.091 -0.016 0.008 -0.001
O -3.254 1.267 -1.715 -0.018 -0.018 0.010
H -1.865 -1.017 1.571 -0.010 -0.006 -0.012
H -1.728 -0.777 -0.041 0.001 0.009 -0.002
H -3.153 -1.430 0.539 -0.001 -0.006 0.003
H -3.153 0.387 3.086 0.003 0.001 0.001
H -4.632 -0.105 2.211 -0.002 0.000 0.001
H -4.251 1.602 2.410 -0.002 -0.003 0.001
H -1.894 3.734 1.614 0.002 0.002 -0.002
H -5.188 -0.530 -1.515 -0.003 0.002 -0.018
N 1.784 -0.624 1.957 0.007 -0.006 0.004
C 0.785 -1.026 2.364 -0.005 0.019 -0.013
N -0.385 -1.542 2.818 -0.016 -0.010 -0.006
C -0.721 -1.080 4.190 0.004 0.000 0.008
C 0.163 -1.774 5.208 -0.004 0.006 -0.003
O 0.052 -3.186 5.096 -0.003 -0.003 0.004
C 0.464 -3.632 3.817 0.006 0.000 -0.004
C -0.408 -3.023 2.735 0.005 -0.003 0.012
H -1.766 -1.347 4.364 -0.002 -0.002 0.000
H -0.619 0.003 4.213 0.003 0.000 0.000
H -0.141 -1.513 6.221 0.000 0.002 -0.001
H 1.207 -1.467 5.066 -0.001 -0.001 0.000
H 0.378 -4.718 3.815 0.000 0.000 -0.001
H 1.515 -3.362 3.641 -0.001 -0.001 -0.001
H -1.445 -3.334 2.881 -0.001 0.005 -0.002
H -0.086 -3.315 1.736 0.001 0.000 0.000
O 3.548 0.824 -1.932 0.000 -0.009 -0.021
C 2.862 -0.067 -1.473 0.001 0.018 0.045
N 1.477 0.015 -1.320 0.007 0.003 -0.009
C 1.011 -1.208 -0.853 0.011 -0.011 -0.007
O -0.135 -1.508 -0.576 0.001 0.004 -0.006
C 2.177 -2.134 -0.729 -0.007 0.010 0.000
C 2.238 -3.456 -0.344 0.001 -0.002 0.011
C 3.500 -4.040 -0.281 -0.005 -0.002 -0.005
C 4.646 -3.315 -0.597 0.003 0.005 0.005
C 4.568 -1.985 -1.000 0.000 -0.005 -0.008
C 3.310 -1.423 -1.057 0.001 -0.008 -0.011
H 1.342 -4.017 -0.111 0.003 -0.003 -0.001
H 3.597 -5.076 0.016 -0.001 0.000 0.000
H 5.612 -3.799 -0.533 0.001 0.001 0.001
H 5.449 -1.412 -1.254 0.001 -0.001 0.000
F -2.615 -1.346 -2.036 0.023 0.016 -0.002
Te -2.558 0.175 -3.131 -0.120 -0.031 0.073
F -0.962 3.025 -2.263 0.049 0.066 -0.021
F -4.358 -0.266 -3.453 0.035 0.013 -0.007
F -2.174 -0.925 -4.567 -0.004 -0.048 -0.015
F -2.813 1.570 -4.311 0.010 0.069 0.001
O -0.819 0.494 -2.799 0.113 -0.061 -0.027
```
Forces are in eV/Å.

Calculated values
total energy = -96706.750 eV
total charge = 0

From a Löwdin analysis of the wavefunction, the atomic charges in e read: 1.949, -0.061, -0.105, -0.520, 0.085, -0.131, -0.101, -0.529, 0.134, -0.212, 0.084, 0.104, 0.135, 0.132, 0.146, 0.144, 0.176, -0.477, -0.059, 0.384, -0.079, -0.235, -0.436, 0.419, -0.121, -0.210, -0.420, 0.117, 0.082, 0.151, 0.071, 0.093, 0.095, 0.108, 0.079, 0.250, -0.294, -0.116, -0.129, -0.175, -0.121, -0.185, -0.121, 0.128, 0.114, 0.132, 0.133, 0.131, 0.131, 0.132, 0.111, 0.078, -0.414, 0.001, -0.409, 0.042, -0.112, -0.003, -0.058, -0.056, 0.016, -0.093, 0.111, 0.106, 0.107, 0.125, -0.342, 1.810, -0.357, -0.347, -0.341, -0.327, -0.652